Computed, not measured: a molecular structure, C35H32BrNO3P2PbS2, with ωB97M-V/def2-TZVPD.

Geometry as XYZ:
```
77
Properties=species:S:1:pos:R:3:forces:R:3:lowdin_charge:R:1
Pb 0.77703 -1.71395 0.66817 -0.422 -0.002 -0.015 1.12
S 0.35374 0.16450 3.08296 -0.001 -0.196 0.171 0.18
P -0.35891 1.16237 1.50982 -0.087 0.131 -0.362 0.31
C -0.59413 0.23008 0.13938 0.744 -0.510 0.181 -0.72
P -0.33083 0.36520 -1.51376 -0.247 0.513 0.108 0.31
S 1.09242 -0.77929 -2.30428 0.062 -0.227 -0.023 0.19
C -1.88550 -0.04174 -2.39131 -0.016 0.059 -0.022 -0.34
C -2.80416 -0.88264 -1.77510 0.051 -0.075 0.036 -0.08
C -3.96778 -1.24815 -2.44112 -0.023 -0.037 0.015 -0.08
C -4.22748 -0.75939 -3.71314 0.004 0.006 -0.006 -0.12
C -3.30576 0.07741 -4.33513 -0.052 -0.035 -0.016 -0.11
C -2.13500 0.42220 -3.68013 0.007 0.043 -0.027 -0.10
C -0.08429 2.11158 -2.05494 -0.084 -0.038 -0.073 -0.33
C 1.08679 2.53450 -2.66701 0.072 -0.058 0.076 -0.10
C 1.24624 3.86111 -3.04858 0.035 0.007 -0.019 -0.10
C 0.22807 4.77540 -2.83392 -0.042 0.049 0.016 -0.12
C -0.95050 4.36049 -2.22416 0.027 0.073 -0.004 -0.10
C -1.09910 3.04131 -1.83403 -0.041 -0.020 0.002 -0.09
C 0.74618 2.59543 1.20244 0.008 -0.032 0.049 -0.31
C 0.34112 3.92271 1.21332 -0.065 0.065 -0.013 -0.09
C 1.24207 4.93909 0.91381 0.005 0.046 -0.014 -0.11
C 2.55582 4.63138 0.60444 0.052 0.005 -0.025 -0.12
C 2.96477 3.30154 0.59065 0.041 -0.008 0.000 -0.09
C 2.07082 2.28622 0.88277 0.020 0.031 0.012 -0.08
C -1.91457 1.98315 2.03637 -0.081 -0.038 -0.155 -0.34
C -2.02125 2.63225 3.26027 0.036 0.092 0.090 -0.12
C -3.19532 3.27977 3.61375 0.011 0.008 0.029 -0.11
C -4.28286 3.27133 2.74881 -0.044 -0.022 -0.051 -0.12
C -4.19434 2.59801 1.53752 -0.057 0.044 0.063 -0.09
C -3.01531 1.95435 1.18768 0.052 -0.071 0.019 -0.08
H -2.58121 -1.28126 -0.79039 -0.057 -0.017 0.025 0.08
H -4.65636 -1.93200 -1.96010 0.000 -0.001 0.003 0.10
H -5.14059 -1.03941 -4.22684 0.004 0.001 -0.007 0.09
H -3.49835 0.45233 -5.33436 0.000 0.000 -0.002 0.09
H -1.40392 1.05536 -4.17115 -0.022 0.010 -0.001 0.10
H 1.87532 1.80856 -2.82807 -0.006 -0.010 -0.014 0.06
H 2.17319 4.17869 -3.51282 -0.004 0.002 0.009 0.09
H 0.35267 5.81209 -3.12659 0.003 -0.009 -0.007 0.09
H -1.74829 5.07076 -2.03860 0.001 -0.001 -0.007 0.09
H -2.01759 2.72956 -1.35108 -0.012 -0.031 0.002 0.10
H -0.68649 4.17984 1.44154 0.000 -0.023 -0.001 0.10
H 0.90626 5.97042 0.91038 0.007 -0.002 -0.001 0.09
H 3.25854 5.42026 0.35851 -0.007 0.007 0.013 0.09
H 3.98870 3.04467 0.34211 0.004 0.025 -0.011 0.09
H 2.39911 1.24712 0.85474 -0.022 -0.016 0.005 0.07
H -1.17601 2.61719 3.93880 0.008 -0.003 -0.009 0.09
H -3.26519 3.78522 4.57038 -0.010 0.002 -0.004 0.09
H -5.20282 3.77256 3.02817 0.000 -0.001 -0.007 0.09
H -5.04549 2.56171 0.86766 -0.010 0.004 0.013 0.09
H -2.94005 1.38425 0.26745 0.014 0.015 -0.015 0.08
Br 2.46682 -6.06262 1.90795 0.027 0.008 -0.003 0.66
C 0.69624 -6.46803 1.27333 0.025 -0.009 0.007 -0.74
C 0.35388 -7.80309 1.12623 0.065 0.057 0.025 -0.15
C -0.93066 -8.05330 0.67217 -0.081 -0.035 -0.027 -0.09
C -1.77335 -6.98988 0.40360 -0.042 0.062 -0.015 -0.02
C -1.31676 -5.68673 0.58673 0.010 0.062 -0.030 -0.16
N -0.07213 -5.44452 1.02172 -0.051 -0.009 -0.012 0.10
C -2.27001 -4.48954 0.28346 -0.011 -0.111 0.106 -0.67
O -3.42533 -4.84451 -0.03002 0.024 0.026 -0.039 -0.06
O -1.77753 -3.35878 0.40378 -0.018 0.063 -0.079 -0.11
H 1.05790 -8.58899 1.35608 0.003 -0.003 0.000 0.08
H -1.26749 -9.07477 0.53211 0.012 0.002 0.003 0.10
H -2.78882 -7.10613 0.05308 0.007 -0.030 0.004 0.10
C 4.30611 -2.46459 -0.08085 0.074 -0.096 -0.003 -0.06
C 3.99420 -1.39451 0.97352 -0.084 0.095 -0.009 -0.79
C 5.09664 -0.32469 0.94646 -0.004 0.025 0.001 -0.06
C 3.95274 -2.04060 2.36622 0.014 -0.078 0.021 -0.07
O 2.79213 -0.76403 0.68476 0.239 0.155 0.036 -0.51
H 5.27185 -2.95166 0.09740 0.020 0.020 0.005 0.07
H 4.31384 -2.01068 -1.07334 -0.027 0.031 0.000 0.08
H 3.53668 -3.23983 -0.06996 -0.047 -0.013 0.006 0.06
H 6.09154 -0.72623 1.16945 -0.013 -0.060 0.006 0.07
H 4.85772 0.44917 1.67934 0.003 0.014 0.008 0.07
H 5.11584 0.13623 -0.04345 0.002 0.019 -0.012 0.08
H 4.89857 -2.52979 2.62554 0.028 0.025 -0.007 0.07
H 3.16663 -2.79925 2.40195 -0.013 -0.008 -0.001 0.04
H 3.72337 -1.28279 3.11746 -0.018 0.029 -0.013 0.08
```
Forces are in eV/Å.

Output
- charge = -2
- Kohn-Sham gap (eV) = 6.23
- lowest unoccupied orbital energy (Eh) = 0.15315
- ΔE to the lowest compared entry with this formula, charge and spin (kJ/mol) = 15.1
- HOMO (eV) = -2.060
- strongest force on any atom (hartree/bohr) = 0.0179